# 1
Computed, not measured: a 5-piece molecular cluster, C5H11Cl8NO2 overall in a non-equilibrium geometry, with ωB97M-V/def2-TZVPD.

E_HOMO = -10.971 eV
SMILES = C[N+](=O)[O-].ClCCl.ClCCl.ClCCl.ClCCl
Relative energy (zero: lowest compared OMol25 entry of this formula, charge and spin) = 67.3 kJ/mol
Orbital gap = 11.1 eV
F_max = 0.0433 hartree/bohr

```
! wB97M-V def2-TZVPD RIJCOSX def2/J DEFGRID3
* xyz 0 1
N -0.5032 0.1630 0.3989
O -1.0159 -0.3395 -0.5521
Cl -6.5650 3.2564 -1.4810
C 4.0442 0.7602 6.9900
C -6.5735 1.6942 -2.3053
H 3.7141 0.7537 8.0288
H 4.8305 -3.7077 0.2579
Cl 6.5787 -4.2554 1.7436
H -5.5811 1.2683 -2.1573
H -0.0944 2.1866 0.7093
Cl -2.4865 2.2614 -6.5218
C -0.8991 1.4734 0.8875
H -0.9774 1.3799 1.9706
C 4.9257 -4.4592 1.0417
Cl 5.0352 -0.6761 6.7196
Cl -1.4165 -0.0585 -8.0911
H -1.8606 1.8290 0.5171
C -1.4066 0.8758 -6.5874
Cl -7.8875 0.6419 -1.6831
Cl 4.6916 -6.0873 0.3362
H -6.6116 1.8382 -3.3851
H 4.1808 -4.3291 1.8268
O 0.4135 -0.3813 1.0065
Cl 2.6967 0.8581 5.7634
H -1.5641 0.2046 -5.7431
H 4.7173 1.6006 6.8203
H -0.3853 1.2488 -6.5107
*
```

Table of Mulliken atomic charges, one value per atom, all in e:
1 N 0.836
2 O -0.518
3 Cl -0.149
4 C -0.234
5 C -0.197
6 H 0.279
7 H 0.257
8 Cl -0.153
9 H 0.218
10 H 0.274
11 Cl -0.142
12 C -0.657
13 H 0.285
14 C -0.222
15 Cl -0.138
16 Cl -0.145
17 H 0.289
18 C -0.220
19 Cl -0.142
20 Cl -0.145
21 H 0.270
22 H 0.264
23 O -0.511
24 Cl -0.148
25 H 0.264
26 H 0.242
27 H 0.244

---

# 2
Computed, not measured: C37H67N8O3RbS2SeSi as an isolated structure, with ωB97M-V/def2-TZVPD.

E_HOMO = -7.203 eV
Relative energy (zero: lowest compared OMol25 entry of this formula, charge and spin) = 74.0 kJ/mol
Orbital gap = 7.1 eV
F_max = 0.0117 hartree/bohr

```
! wB97M-V def2-TZVPD RIJCOSX def2/J DEFGRID3
* xyz 0 1
C 5.6311 -0.5685 -5.2979
Si -2.4162 1.4574 0.0043
H -2.9279 -1.6970 2.2977
H -2.4855 5.5841 -0.9151
N 1.1399 0.2994 5.0454
H 0.3353 2.5248 0.0994
C -1.5208 5.1425 -1.1700
S -1.5135 0.9102 1.7695
C 1.6956 2.7561 5.3164
H 0.0980 2.9704 -1.5975
H -2.4683 -3.4013 -0.8542
C -1.1792 4.5240 1.2219
H -1.0275 3.6992 1.9170
H -1.5013 -5.3677 -0.6137
H 0.9294 4.0922 -0.5000
H 1.9472 -4.6849 -0.5538
C 4.1771 -0.3224 -4.9100
H 1.4562 -2.9955 -4.0137
H 2.7244 -3.3736 -7.6019
C 3.9733 2.7026 1.1993
H 0.6800 3.1244 5.3781
H -6.4041 0.1721 -0.2903
H -6.5491 3.3475 -0.0449
H -5.7859 -0.1079 1.3452
H -0.7124 0.5982 4.0886
C -2.1951 -4.8227 1.3556
H -1.0710 -6.5120 0.6599
H -4.0105 -3.2822 0.0218
H 4.9098 3.8612 5.3566
H -3.1681 -5.2938 1.1356
H 5.8421 -1.6360 -5.3678
H -2.9202 -1.8782 -0.0586
H -4.2357 0.0079 -2.2120
C 4.3663 1.8079 5.1187
H 5.5263 1.5342 0.2663
C 0.1269 3.3555 -0.5767
H 2.6028 4.6799 5.5249
C 3.8559 0.3388 0.9103
C -2.9537 -2.9669 0.0220
Se 1.3465 -2.5437 4.7777
C 4.0905 3.1568 5.2969
H -0.8468 -1.3580 -2.7947
H -1.9407 -5.0681 2.3880
C -2.1363 0.3627 -2.5689
H 2.2260 3.5386 2.1402
C 2.7135 2.6435 1.7810
N -2.2657 -3.3758 1.2396
Rb 0.1775 -1.5877 0.6505
H -6.0076 2.3648 -1.4232
N 2.6538 0.2699 1.4811
C -4.8390 2.4021 1.8304
H 1.0904 1.3310 2.2943
S 2.2673 -1.8970 -1.7729
C 4.5555 1.5188 0.7421
H -2.4107 -3.0492 3.3115
H 3.9996 0.7531 -4.8340
H -3.2764 -1.4721 -2.3445
H -3.9836 -3.1227 2.4773
H -0.6330 1.0666 5.8087
N 2.2555 -2.4794 -4.3439
C -1.2165 3.9908 -0.2129
N 3.1901 -0.4224 4.8806
C -2.3330 1.7281 -3.2330
C -0.3079 0.3365 5.0689
H -2.1278 5.0101 1.4589
H 5.3817 1.4443 5.0273
H -4.1742 3.2562 1.6878
H 0.8592 -6.1048 2.0032
C -3.4142 -0.4654 -2.7430
C 2.8275 -1.7687 -3.3456
C 2.0959 1.4078 1.8931
H 1.2345 -6.3152 -0.5062
H 1.1936 -3.2733 -6.7214
C 4.6734 3.9433 1.0761
H -0.0494 0.1968 -3.1035
C 2.9483 -3.0940 -5.4743
N 3.8427 -0.9330 -3.6302
N 0.1425 -4.7799 0.4999
C 1.9692 1.4089 5.1460
C -5.1648 1.7629 0.4807
H 4.2754 -0.6032 0.5745
H -1.5691 4.7774 -2.1975
H -1.4217 2.3238 -3.1625
C -5.6966 2.8249 -0.4830
H -4.9030 3.5439 -0.6912
O -2.2888 3.0621 -0.3663
H 0.5307 -5.0512 -1.5399
C -1.1540 -5.4377 0.4195
C 1.8892 -0.8187 4.8825
H 6.3010 -0.1396 -4.5521
H 3.5009 -0.7043 -5.6718
H -3.1355 2.2738 -2.7364
C -6.1912 0.6470 0.6692
C 2.7793 3.6204 5.3934
H 5.8478 -0.1049 -6.2607
C 1.0084 -5.2374 -0.5770
H 3.9587 -2.6950 -5.5319
C 2.2052 -2.8714 -6.7852
H -4.3321 1.6820 2.4719
H 3.0383 -4.1671 -5.2851
H -0.6707 -0.6504 5.3460
O -4.0238 1.1537 -0.1192
H -7.1204 1.0390 1.0860
H -0.3728 5.2537 1.3317
C 0.7780 -5.0267 1.7873
C 3.2856 0.9469 5.0472
O -1.7702 0.4863 -1.1911
C -0.9735 -0.3684 -3.2407
N 5.2501 4.9315 0.9722
H 1.7820 -4.6013 1.7908
H 4.1835 -0.4581 -2.8106
H -3.6654 -0.5401 -3.8028
H 0.2131 -4.5503 2.5885
H 2.1332 -1.8086 -7.0175
H -5.7556 2.7394 2.3174
H 3.9466 -1.0742 4.7812
H -0.7500 5.9119 -1.1005
H -1.1674 -0.4853 -4.3088
C -2.9370 -2.7850 2.3927
H -2.5871 1.5975 -4.2859
*
```

Here are the Mulliken charges for atoms 1 to 99, given in e:
1 C -1.094
2 Si -2.147
3 H 0.165
4 H 0.361
5 N 0.380
6 H -0.148
7 C -1.919
8 S -0.307
9 C -0.605
10 H 0.155
11 H 0.252
12 C -1.566
13 H 0.154
14 H 0.477
15 H 0.675
16 H 0.303
17 C -0.528
18 H 0.277
19 H 0.352
20 C 0.761
21 H 0.393
22 H 0.312
23 H 0.492
24 H 0.338
25 H 0.522
26 C -1.409
27 H 0.406
28 H 0.262
29 H 0.424
30 H 0.362
31 H 0.300
32 H 0.109
33 H 0.086
34 C -0.888
35 H 0.596
36 C -0.933
37 H 0.416
38 C -1.080
39 C -1.001
40 Se -0.251
41 C -0.553
42 H 0.137
43 H 0.531
44 C 1.838
45 H 0.785
46 C -0.092
47 N 1.343
48 Rb 0.490
49 H 0.306
50 N 0.220
51 C -1.396
52 H 0.660
53 S -0.106
54 C -0.580
55 H 0.273
56 H 0.430
57 H 0.192
58 H 0.318
59 H 0.278
60 N 0.034
61 C 1.816
62 N 0.168
63 C -1.541
64 C -1.202
65 H 0.363
66 H 0.432
67 H 0.141
68 H 0.240
69 C -1.486
70 C -0.344
71 C -0.876
72 H 0.310
73 H 0.318
74 C -0.322
75 H 0.365
76 C -0.460
77 N -0.035
78 N 1.064
79 C 0.642
80 C 1.591
81 H 0.511
82 H 0.363
83 H 0.255
84 C -1.555
85 H 0.132
86 O 0.144
87 H 0.237
88 C -1.147
89 C -0.464
90 H 0.323
91 H 0.134
92 H 0.200
93 C -1.812
94 C -0.709
95 H 0.338
96 C -1.113
97 H 0.121
98 C -1.117
99 H 0.255

---

- Which of these has the highest E_HOMO?
  C37H67N8O3RbS2SeSi

---

- Look up the relative energy (zero: lowest compared OMol25 entry of this formula, charge and spin) of the first one.
  67.3 kJ/mol